104
Properties=species:S:1:pos:R:3:forces:R:3:lowdin_charge:R:1 method="wB97M-V/def2-TZVPD" smiles="O=C1C=C(O)C(=O)C=C1O.CC(C)=O.CC(C)=O.CC(C)=O.CC(C)=O.CC(C)=O.CC(C)=O.CC(C)=O.CC(C)=O.CC(C)=O" e_homo_ev=-8.869 e_above_lowest_ev=0.945 max_force_ev_per_a=7.9 spin_multiplicity=1
H -1.5387 -2.2426 -2.4448 0.6268 0.0982 -0.7465 0.0743
H -4.3217 -4.8026 -3.9948 -1.6564 -1.6626 -1.3669 0.0550
H -0.8087 3.9004 -1.5638 -0.7060 0.1859 0.6566 0.0873
C -3.4457 1.0694 5.9072 -2.8345 -1.1705 -0.2083 -0.0020
H -4.1777 -0.7036 -4.2048 -3.0441 -2.5383 1.2844 0.0127
H -1.6837 -2.2256 1.8102 -1.0599 -1.3885 1.3533 0.0540
O 5.0103 0.0914 0.5382 -0.6451 0.5946 -0.6494 0.0661
C 4.8253 -0.4306 1.6022 2.8688 -0.9180 0.3528 -0.5137
C -0.8107 -0.9676 -1.3028 4.2762 3.9537 -1.7162 -0.0722
H 3.1313 0.6324 2.2382 -0.6089 -0.2314 -0.1702 0.0678
O -0.8777 -1.4976 -2.6078 -0.0680 2.0095 3.7366 0.0352
C 3.8123 -0.1186 2.6162 -0.1059 1.2592 -0.7707 -0.0334
C 1.5893 0.9514 -4.8458 2.5941 1.3678 -0.5594 -0.0139
C 0.9973 2.2904 -4.3658 -1.4364 0.2512 1.6057 -0.4784
H 5.3773 2.7084 -2.4948 0.9676 -0.4249 -0.3177 0.0801
H 0.4093 0.4424 2.6792 -2.3307 -1.9392 2.5737 0.1679
O -1.4327 6.5024 -0.6338 1.0063 -3.2560 2.1511 0.0036
O -2.3627 -2.5726 -0.8398 -0.4735 -1.1121 -0.6898 0.1117
C -3.5017 0.0164 -4.3488 5.0944 -1.9951 -1.4233 0.0130
H 6.7313 -1.4486 1.3472 -1.2984 -0.9605 0.9649 0.1057
C -0.9097 5.4934 -0.0678 0.7161 3.6267 -3.3848 -0.4758
C -2.1247 0.5854 -6.5658 1.4207 1.3732 -1.9935 -0.0586
H 1.8933 3.3154 -5.6318 0.1998 0.0683 -6.7015 0.0218
H -4.1647 -3.5776 -3.1698 -1.3031 2.5471 5.3643 0.0351
H -1.7517 0.1014 -7.5718 -0.8367 0.5004 2.1145 0.0966
C 5.3703 2.9944 -1.4558 -3.6430 -2.1797 1.7189 0.0023
H -3.6487 -1.7196 5.6192 -0.4095 -1.1644 0.9706 0.0855
H 2.5163 2.0804 -2.1758 0.7821 1.6811 1.2903 0.0996
C -1.3357 -1.6216 1.0562 4.2685 6.2457 -1.4627 0.1304
O -1.4407 -4.0906 -3.1908 2.8304 0.9190 0.3618 0.0757
O -3.8777 -1.0616 -6.5868 2.3552 2.3599 3.3452 -0.0043
H 3.3393 0.3644 5.5322 -1.0484 2.2259 1.2269 0.1041
H -1.1367 -6.5446 0.8522 2.0384 -1.0607 -0.3173 0.0653
H 2.5013 0.6554 -4.2638 -0.9289 0.4373 0.2543 0.0989
C -1.7727 -5.7346 0.7382 -0.5059 1.0120 0.7485 -0.0154
H 5.3503 2.0994 -0.7178 -0.0888 1.2954 -1.5915 0.0898
O 0.9143 1.5074 0.9082 -2.4848 -2.3812 1.3744 0.0258
H 0.0323 5.1104 1.9042 1.0979 1.7393 -2.9558 0.1518
H 0.4663 6.8264 1.0592 -0.8078 -1.2685 -0.2274 0.0834
H 0.4263 0.8964 -1.6618 -0.6729 -1.1575 2.3985 0.1320
O -0.0787 2.4764 -3.7808 1.7124 -1.3121 -1.1819 0.0330
H 0.4263 -4.4136 2.1302 -1.3715 -1.3356 0.0738 0.0950
O -0.3837 -0.3306 2.8522 3.6677 3.9315 -3.2790 0.0268
H 6.1623 -1.3206 3.1512 -0.2009 -0.0607 -1.6878 0.1023
H -3.8407 0.9484 -4.1008 -0.7822 2.5335 0.1587 0.0517
H -1.5437 -4.9236 0.0952 1.5153 0.5382 -1.2377 0.0729
H -1.1867 0.7684 -5.9058 -1.7915 -0.0427 -1.0069 0.0644
O -4.4407 0.4844 3.7342 0.4242 0.2020 1.1588 0.0478
H -2.5847 -0.2426 -3.6628 -1.4945 0.6433 -1.5278 0.1104
C -1.5277 -1.8186 -0.3968 -1.2021 0.1487 4.0232 -0.3774
H 0.4913 2.6284 6.8952 -0.0548 1.0688 0.6060 0.0647
H -0.4217 2.1324 5.4072 -0.5868 0.4046 0.6146 0.0791
H 3.5443 2.1094 6.3472 -2.1222 -2.2130 -0.2563 0.1362
O 1.4383 1.3084 4.2072 0.3551 0.6334 -0.3217 0.0531
H 3.3733 -1.0746 2.8462 -0.5095 0.0059 0.9308 0.0953
C -3.1887 -0.2736 -5.8588 -1.7210 -0.0622 -2.7381 -0.4059
C -3.3777 -1.3086 4.6862 -5.0839 -1.3402 -1.2894 -0.0224
C 0.1093 0.5684 0.6092 2.5725 1.4980 -1.8651 -0.3601
C -1.8347 -4.9566 2.0072 -3.0751 0.9655 0.7765 -0.4762
H 2.1143 0.9864 -5.8598 -1.2796 0.3558 0.9406 0.1153
H 2.3563 2.5154 -0.4498 0.8598 0.2378 -0.4096 0.0551
C 4.0173 3.7474 -1.5048 -1.3438 -1.6049 -0.8031 -0.4510
C 0.0093 0.2524 -0.7678 -3.0796 -3.6795 -6.3365 0.1004
C 2.6453 2.9754 -1.4208 0.6551 -2.2906 0.0977 -0.0169
C -0.4867 -4.8086 2.6902 1.4531 1.9632 4.3810 -0.0604
C 1.5083 1.5254 5.3852 -0.7309 -2.0336 2.8673 -0.4569
H 6.0553 3.6754 -1.1178 2.1281 1.6219 0.1752 0.0383
C -0.5377 -0.4146 1.5032 -4.1431 -6.2487 0.8007 -0.1647
H -3.9287 2.0774 5.7082 1.4831 -1.1054 -0.0215 0.1020
H -2.6007 -6.1096 0.2202 -2.1884 -0.4062 0.2741 0.0718
H -2.4317 0.8864 6.1312 1.6659 0.9532 -0.4532 0.0100
C -3.8257 0.0574 4.7022 -1.2383 3.4985 -0.4893 -0.4542
C 2.7593 1.1874 6.2112 4.0374 -0.1294 -2.8890 -0.0347
C -2.3167 -4.7736 -3.6208 -1.3708 1.5838 1.9037 -0.4495
H -2.4257 3.9634 -0.3528 2.9163 0.4391 -1.4552 0.1589
H -2.5357 1.6634 -7.0228 0.7684 -2.7320 1.8164 0.1403
H -3.7297 -3.2896 -4.5558 0.9355 -0.4223 -1.0663 0.0986
C -1.2037 4.0974 -0.5418 -4.3197 1.1063 -0.0242 -0.0286
H -3.0917 -6.7036 -4.1648 1.4625 0.5226 0.9814 0.1284
H -3.7857 -1.8366 3.7572 0.2904 0.5667 1.6122 0.1328
H 4.3543 0.4244 3.3942 -0.1585 -0.6884 0.5197 0.0937
H -2.4157 -1.3326 4.6152 6.2228 -0.1925 -0.3016 0.0078
H 0.9203 0.1754 -4.8038 -1.6867 -1.8746 0.0475 0.0292
H 1.6023 4.4764 -4.4398 0.5749 -1.9790 0.2786 0.1531
C 0.2383 1.8464 6.2272 0.6094 0.0394 -2.2599 -0.0085
H -2.1327 -6.6286 -2.6568 -0.0883 -0.3989 1.8574 0.0690
H -0.9057 3.3994 0.1472 1.5620 -1.7737 1.4753 -0.0007
C 1.9163 3.3934 -4.6738 -3.7398 3.2218 3.9066 -0.0260
H -1.3757 -6.5416 -4.1018 4.0965 -1.2715 -2.3853 0.0327
H -0.2067 -5.6436 3.5052 -0.5966 1.1984 -2.5102 0.1252
O -2.8877 -4.3866 2.3842 3.1763 -1.3692 -0.5164 0.0273
H 1.3203 5.4404 0.4922 -0.8456 -0.7108 -0.3177 0.0641
H 1.8403 3.6354 -1.6088 -0.5993 1.0123 -0.5411 0.0401
O 3.9603 4.8764 -1.9138 0.3783 0.6772 0.3798 0.0529
H 2.7013 0.5934 7.1072 -0.8993 0.5369 0.7433 0.0517
C 0.3033 5.7294 0.8142 -0.5844 -0.1462 4.0036 -0.0469
H 2.8323 3.0884 -4.4318 3.9799 -0.5527 1.4303 0.0407
C -3.6137 -4.0726 -3.8078 0.8164 -1.9914 -4.3435 0.0084
C 5.8493 -1.5256 2.0592 0.9184 3.3160 0.8923 -0.0215
H 5.2063 -2.3376 2.1762 -0.2533 -2.3253 -0.4803 0.0404
H -0.2337 1.0644 6.8212 0.5678 -0.4556 -0.2564 0.0811
H -3.8147 0.7854 6.9312 -0.5513 -0.2897 -1.0513 0.0806
C -2.1787 -6.2406 -3.6218 -5.8082 0.1298 -1.3249 0.0147
H -0.5497 -3.9346 3.4972 -0.4500 -1.4580 -1.6928 0.1001

100
Properties=species:S:1:pos:R:3:forces:R:3:lowdin_charge:R:1 method="wB97M-V/def2-TZVPD" e_homo_ev=-4.173 max_force_ev_per_a=1.3 spin_multiplicity=1
C 2.0522 -5.3278 -2.6326 -0.0271 -0.0839 -0.0371 -0.2497
H -3.1577 -0.0481 -0.8200 -0.0965 0.1607 -0.1604 0.1342
H -4.6496 -0.7649 2.2787 -0.0073 -0.0163 0.1386 0.0781
H 0.4405 -2.8572 1.2336 0.0247 -0.1176 -0.0090 0.1569
C 3.3574 -4.8595 -2.0178 -0.3770 0.0434 -0.2462 -0.1610
C 5.9998 1.3754 -3.7112 0.1973 0.0546 0.5783 -0.7483
C 3.2069 -4.3612 -0.5757 0.3935 -0.1003 0.0529 -0.2021
C -2.6178 0.4559 -0.0193 -0.1653 -0.1829 0.4913 -0.0577
C -3.1200 2.9341 2.8510 -0.3844 0.0412 -0.0824 -0.1777
H 4.0763 -5.6728 -2.0879 0.1324 -0.0191 0.0917 0.1139
H 4.0147 1.1390 -2.9174 0.1161 -0.0711 0.0536 -0.0148
C -4.3347 7.1584 -1.7985 0.1749 0.0303 -0.0363 -0.1097
H -0.6385 2.2150 -3.1116 0.0614 -0.2213 -0.2224 0.1008
H 6.4412 3.1956 -4.9026 0.0027 -0.0547 0.0477 0.0502
H -4.1329 6.3067 0.9913 -0.2377 0.1277 0.0423 0.1166
H 3.6943 -5.0661 0.0991 0.0075 -0.1187 0.0132 0.1054
H -4.9800 7.7175 -1.1238 -0.0442 0.0623 0.0774 0.0700
O 6.5743 0.5902 -2.7775 -0.1425 -0.1178 -0.2168 -0.3408
C 1.7142 0.0964 0.6069 0.1000 0.0597 0.4170 -0.0968
C -2.3622 0.4837 2.4647 -0.3036 -0.0667 0.2098 -0.1145
C -0.8939 0.5762 -1.7548 0.1617 0.3748 0.2039 -0.6384
H 2.0676 -3.6025 3.5776 0.0630 0.0967 -0.0380 0.1194
H 3.7200 -4.0551 -2.6573 0.1414 0.0299 -0.0566 0.1229
H 1.9216 -2.0393 1.7919 0.0759 -0.0775 -0.0470 0.1343
C 3.8094 -2.9759 -0.3316 -0.3467 -0.0700 -0.1124 -0.1907
H -3.0714 3.3514 3.8536 0.1741 -0.0074 0.1007 0.1072
H 1.8387 -2.2386 -0.6949 -0.2074 0.0905 -0.1699 0.0683
O 0.2343 -1.7331 2.9587 -0.0667 0.0535 0.0504 -0.0445
H -2.4948 4.4701 0.7834 0.1247 -0.1225 -0.0452 0.1069
H -4.9578 6.6953 -2.5601 -0.1639 -0.0494 0.0200 0.0697
Cl -0.2189 -0.9215 -2.4007 0.0960 -0.2043 -0.0983 0.7508
H -0.1647 -4.3146 -4.5082 -0.0508 0.0472 -0.0953 0.0879
H -2.1320 3.0522 2.4079 0.1622 -0.0045 0.0732 0.0964
C -0.4708 -5.1554 5.2157 0.0734 0.3253 -0.2083 -0.0788
H 0.2552 2.7744 -0.2614 0.1659 -0.0383 0.0334 0.0701
H 4.8639 2.5652 -2.2803 0.0914 -0.0590 0.0491 0.0628
C -0.0069 -4.4288 -3.4361 0.2810 -0.1041 -0.1128 -0.1141
H -1.8755 0.6356 -2.2151 -0.1123 0.1114 0.1214 0.0951
H -3.6899 1.1911 3.9897 -0.2395 -0.0393 0.0503 0.1125
O 1.3531 -4.1984 -3.1250 -0.0891 0.1620 0.2469 -0.1972
H 0.1443 3.9063 -1.6272 0.1392 0.0626 0.0107 0.0877
N 0.5719 -0.8004 0.8663 0.1094 -0.3022 -0.4802 0.0428
H 7.1451 3.1640 -3.2672 0.0357 -0.0353 0.0533 0.0573
H -5.2636 5.4043 -0.0343 -0.1338 0.0169 0.0932 0.1189
C 0.8067 -4.9171 4.7124 -0.3653 0.2716 -0.0430 -0.0599
H 4.1590 2.6037 -3.9162 0.0165 -0.0346 0.0398 0.0482
H -2.4905 -4.4211 5.3502 -0.0840 -0.0489 0.0303 0.1057
C -4.2089 5.5687 0.1915 0.2506 -0.1644 -0.0718 -0.2331
H -1.5118 1.1059 2.1900 0.2675 -0.1617 -0.0166 0.1137
H 7.8382 2.1597 -4.5537 0.0385 -0.0263 0.0605 0.0539
N -1.6888 -1.3819 0.9223 -0.1499 0.6335 1.1322 0.1907
H -0.6221 -3.7059 -2.9029 -0.1239 0.0344 0.0315 0.0438
H 4.7192 -2.8845 -0.9210 0.2414 0.0496 0.1550 0.1245
C -0.2521 2.9934 -1.1954 -0.4197 -0.0329 0.0318 -0.1145
H -1.3049 3.1688 -0.9618 -0.0614 0.0495 0.0201 0.0602
C 1.0717 -3.7736 3.9582 -0.3533 -0.2941 0.1367 0.0000
C 6.9070 2.5508 -4.1407 -0.0792 0.0728 -0.2285 -0.1204
H 1.3729 0.8811 -0.0391 -0.1100 0.1661 -0.4972 0.0651
C -4.1076 3.7953 2.0358 0.1060 0.0403 -0.0677 -0.1964
C -0.1436 1.8708 -2.2075 -0.0743 -0.3917 0.3919 -0.7238
H -2.5550 6.5591 -0.7495 0.1479 -0.0870 0.0391 0.1076
C -3.4795 1.4358 2.9524 0.4748 0.1271 -0.1443 -0.1643
H -0.3145 -5.4371 -3.1584 -0.0826 -0.0699 0.0845 0.0821
C -2.7624 -0.3760 1.2618 0.0745 -0.1664 -0.9596 -0.4252
Cl 1.5434 1.5558 -2.6202 0.2301 0.2854 0.0161 0.7277
C 0.8434 -1.9564 1.6997 0.0869 0.1023 0.0516 -0.1262
C 3.0012 -0.5807 0.1221 -0.1646 0.1359 -0.2321 -0.1513
H -3.2859 5.2870 -1.7207 0.1598 -0.0389 -0.0645 0.0997
H -1.4934 -1.9470 1.7422 0.2268 -0.0472 -0.1425 0.1131
H -2.0276 -2.3878 3.9938 -0.1011 0.0448 0.0367 0.1010
H 3.6311 -0.7807 0.9862 0.0540 -0.0983 0.1088 0.1078
H -3.9271 -2.1759 1.5155 0.0069 -0.1083 0.0086 0.0889
C -4.0918 -1.1072 1.4145 -0.0942 0.1399 -0.0578 0.0091
C 4.6792 1.9687 -3.1792 -0.3633 0.1808 -0.3386 -0.1651
H -0.6518 -6.0369 5.8108 -0.0692 -0.0709 0.0274 0.1038
H -3.7152 3.5195 -0.0851 0.1881 -0.1533 -0.0354 0.0968
H -3.6934 7.8758 -2.3055 0.0223 0.0554 -0.0800 0.0676
C -0.6630 -0.6102 0.4762 -0.1481 0.2449 -0.4388 -0.3018
H 2.1480 -4.3737 -0.3036 -0.1030 0.1190 0.0573 0.0944
C -1.5000 -4.2518 4.9572 0.4067 0.1611 -0.0960 -0.0655
H 4.0948 -2.8907 0.7181 -0.0085 0.1002 0.1276 0.0991
H -2.9504 1.4772 0.1384 -0.1689 0.1144 -0.2246 0.1199
H -4.7294 -0.9480 0.5478 -0.0389 -0.0881 -0.0928 0.0898
H 3.0881 -1.5757 -1.7630 -0.3984 -0.0182 -0.2029 0.1191
C 0.0340 -2.8819 3.7033 -0.0645 -0.3516 0.2588 -0.2745
H -5.0371 3.2486 1.8731 -0.1349 -0.0016 0.0673 0.1089
H 1.5940 -5.6264 4.9167 0.1214 0.0016 -0.0178 0.1085
H -2.0314 -0.1741 3.2674 0.0259 -0.0062 0.0988 0.1078
H 3.5242 0.1823 -0.4499 0.2247 0.0900 -0.0211 0.1151
C -3.5051 6.1167 -1.0462 -0.2740 0.0670 -0.0610 -0.2717
H 1.9335 0.5619 1.5697 -0.0853 0.1159 0.0632 0.1409
H -4.3920 1.2713 2.3851 -0.1349 -0.0872 -0.0104 0.0931
H 1.4358 -5.8331 -1.8802 -0.0192 -0.1038 0.0820 0.1154
C 2.8510 -1.8415 -0.7362 0.5378 -0.0518 0.0778 -0.1944
C -1.2495 -3.1089 4.1998 0.4005 -0.2796 0.0193 -0.0104
H -4.3726 4.6784 2.6161 -0.0348 0.0607 0.0708 0.1062
H 5.7193 0.8495 -4.6677 0.0324 -0.0651 0.0367 0.1003
C -3.5658 4.2768 0.6884 -0.1627 0.2617 0.0474 -0.2374
N -1.1668 0.4378 -0.2947 0.2096 -0.3635 0.0339 -0.0164
H 2.2320 -6.0473 -3.4375 0.0106 0.0189 -0.1440 0.1227